[1]
Computed, not measured: a molecular structure, C32H28N7O4SW in a non-equilibrium geometry, with ωB97M-V with the def2-TZVPD basis set.

Geometry as XYZ:
```
73
Properties=species:S:1:pos:R:3
W 0.6564 -0.0147 0.6742
O 0.4176 -0.2074 -1.1418
C 0.2058 -1.0724 -2.1409
C 0.3514 -0.7144 -3.4704
C 0.1666 -1.6652 -4.4599
C -0.1584 -2.9882 -4.1420
C -0.3099 -3.3517 -2.8261
C -0.1422 -2.4031 -1.7985
C -0.3295 -2.7881 -0.4489
N -0.1938 -2.0139 0.5988
C -0.2476 -2.6941 1.9043
C 1.2185 -2.8341 2.3219
N 1.7313 -1.4785 2.1687
C 2.4065 -0.9093 3.0930
C 2.3723 0.5375 3.1340
C 3.3699 1.3672 3.6528
C 3.1267 2.7080 3.8620
C 1.8590 3.2364 3.6096
C 0.8451 2.4339 3.1269
C 1.0816 1.0838 2.8476
O 0.0562 0.2665 2.4545
H 0.6063 0.3050 -3.7277
H 0.2934 -1.3787 -5.4952
H -0.2865 -3.7164 -4.9302
H -0.5494 -4.3728 -2.5579
H -0.5944 -3.8326 -0.2837
H -0.7346 -3.6672 1.8353
H -0.7818 -2.0665 2.6197
H 1.7261 -3.5211 1.6397
H 1.3168 -3.2032 3.3428
H 2.8502 -1.4718 3.9135
H 4.3378 0.9466 3.8923
H 3.9059 3.3440 4.2568
H 1.6589 4.2790 3.8158
H -0.1579 2.8232 3.0022
O 3.7328 2.7472 0.4795
C 3.0759 1.7810 0.2565
N 1.6720 1.7069 0.2169
C 0.9969 2.8516 -0.2647
O 1.5002 3.7756 -0.8194
C -0.4666 2.7358 0.0188
C -1.3216 3.7988 -0.1453
C -2.6401 3.6553 0.2858
C -3.0260 2.4653 0.8723
C -2.1154 1.4188 0.9635
N -0.8421 1.5583 0.5543
C 3.6600 0.4281 -0.0318
C 4.9980 0.2870 -0.3416
C 5.4662 -0.9685 -0.7023
C 4.5597 -2.0196 -0.7667
C 3.2368 -1.7917 -0.4425
N 2.7826 -0.5886 -0.0619
H -0.9451 4.7185 -0.5717
H -3.3347 4.4802 0.1991
H -4.0254 2.3413 1.2650
H -2.3561 0.5191 1.5078
H 5.6360 1.1602 -0.3196
H 6.5120 -1.1244 -0.9292
H 4.8804 -3.0047 -1.0742
H 2.5080 -2.5915 -0.4953
C -4.4471 1.0666 -3.1430
N -4.9863 0.1781 -2.1314
C -6.3186 -0.1344 -1.9577
C -6.4031 -1.0209 -0.9418
N -5.1160 -1.2422 -0.5060
C -4.2489 -0.5088 -1.2364
S -2.5624 -0.4311 -1.0401
H -5.2655 1.5222 -3.6930
H -3.8206 0.5065 -3.8359
H -3.8488 1.8465 -2.6742
H -7.0965 0.2898 -2.5670
H -7.2558 -1.4978 -0.4941
H -4.8492 -1.8803 0.2239
```

Maximum force, eV/Å: 2.81
LUMO level (spin up / spin down), hartree: -0.403 / -0.431
Relative energy (zero: lowest compared OMol25 entry of this formula, charge and spin), kcal per mole: 53.8
2S+1: 1
Net charge: +3
Frontier orbital gap (spin up / spin down), eV: 4.377 / 3.076

[2]
Computed, not measured: 2 unconnected molecules or ions with the total composition C32H28NO2 in a non-equilibrium geometry, with ωB97M-V with the def2-TZVPD basis set.

Geometry as XYZ:
```
63
Properties=species:S:1:pos:R:3
C 5.4847 -2.4317 -2.6867
O 5.0403 -1.0651 -2.8932
C 3.7808 -0.7099 -2.5369
C 3.4449 0.6704 -2.6345
C 2.2095 1.1023 -2.2214
C 1.2000 0.1737 -1.7940
C -0.1320 0.5941 -1.5065
C -1.3025 -0.0396 -1.9990
C -2.5508 0.6569 -1.9383
C -3.7454 0.0239 -2.2113
C -3.7746 -1.3266 -2.5961
C -5.0881 -2.0439 -2.6739
C -2.5533 -1.9673 -2.8659
C -1.3457 -1.3312 -2.6212
C 1.5755 -1.1945 -1.6989
C 2.8225 -1.6451 -2.0744
H 6.5536 -2.3915 -2.9065
H 5.3221 -2.7656 -1.6528
H 4.9835 -3.1221 -3.3798
H 4.1967 1.3520 -3.0240
H 1.9616 2.1683 -2.2281
H -0.2457 1.5824 -1.0564
H -2.5434 1.7058 -1.6368
H -4.6889 0.5581 -2.0755
H -4.9567 -3.1264 -2.7567
H -5.6975 -1.8512 -1.7793
H -5.6907 -1.7202 -3.5307
H -2.5577 -2.9915 -3.2573
H -0.4116 -1.8286 -2.8843
H 0.8606 -1.9018 -1.2727
H 3.0694 -2.7048 -2.0045
C -5.0937 -1.1380 1.5668
C -5.2040 0.1785 1.0877
C -4.0859 1.0180 1.0530
C -2.8128 0.5504 1.4462
C -1.5969 1.4461 1.3453
C -0.3355 0.9294 1.7484
N 0.7990 1.6949 1.9636
C 0.9139 2.9591 1.4442
C 2.0391 3.7416 1.6415
C 3.0829 3.2872 2.4217
C 3.0185 1.9992 2.9616
C 1.9003 1.1513 2.6832
C 1.8843 -0.1406 3.2325
C 2.9155 -0.5730 4.0842
C 4.0112 0.2607 4.3636
C 4.0562 1.5304 3.8134
O -1.7717 2.5765 0.8256
C -2.7121 -0.7960 1.8190
C -3.8365 -1.6156 1.9400
H -5.9751 -1.7866 1.6529
H -6.1817 0.5405 0.7600
H -4.2067 2.0350 0.6738
H -0.2868 -0.0630 2.1610
H 0.0525 3.3309 0.9207
H 2.0623 4.7259 1.1944
H 3.9534 3.8921 2.6496
H 1.0841 -0.8622 3.0667
H 2.8477 -1.5658 4.5323
H 4.8267 -0.0870 4.9971
H 4.8816 2.2187 4.0123
H -1.7402 -1.2386 2.0082
H -3.7105 -2.6293 2.3271
```

Maximum force, eV/Å: 1.42
LUMO level, hartree: -0.180
2S+1: 1
Net charge: +1
Frontier orbital gap, eV: 4.838

[3]
Computed, not measured: a molecular structure, C32H29BN10O5PtS in a non-equilibrium geometry, with ωB97M-V with the def2-TZVPD basis set.

Geometry as XYZ:
```
79
Properties=species:S:1:pos:R:3
Pt -0.8272 -0.1221 -0.6738
C 1.4952 1.0069 -4.2783
C 1.0627 0.0428 -3.3502
N 0.4189 0.6359 -2.3608
N 0.3936 1.9572 -2.5991
C 1.0392 2.1935 -3.7735
B -0.5749 2.9112 -1.8144
N -0.2956 2.7932 -0.2812
C -0.0602 3.7363 0.6325
C 0.2319 3.1182 1.8254
C 0.1743 1.7583 1.5724
N -0.1556 1.5769 0.2858
N -1.9963 2.2307 -2.0711
C -2.8814 2.5459 -2.9804
C -3.6883 1.4309 -3.2952
C -3.2481 0.4292 -2.5008
N -2.1918 0.9061 -1.6985
N -0.4906 4.3179 -2.2787
C 0.6568 5.0691 -2.2915
C 0.2850 6.2953 -2.8137
C -1.0972 6.2094 -3.0608
N -1.5624 5.0405 -2.6870
H 2.0567 0.8936 -5.2079
H 1.1538 -1.0371 -3.3696
H 1.1679 3.2000 -4.1658
H -0.1407 4.7938 0.3657
H 0.4005 3.5606 2.7676
H 0.3072 0.9348 2.2387
H -2.8732 3.5804 -3.3507
H -4.5214 1.4112 -3.9968
H -3.5850 -0.5811 -2.4425
H 1.6385 4.7865 -1.9557
H 0.9791 7.1211 -2.9100
H -1.7721 6.9830 -3.4252
O 7.2142 -0.8916 -1.2668
C 6.1802 -0.0509 -1.2728
O 6.2238 1.0947 -1.5981
C 4.8056 -0.5819 -1.0271
C 3.8705 0.3533 -0.4623
C 2.5594 0.0204 -0.2635
C 2.0832 -1.2509 -0.6613
C 3.0395 -2.1910 -1.3037
C 4.3561 -1.8466 -1.4645
N 0.7915 -1.5166 -0.5274
C 0.3530 -2.7970 -0.9181
C -1.0027 -3.0035 -1.1395
C -1.5842 -4.2646 -1.3786
C -2.9283 -4.4109 -1.3122
C -3.7243 -3.3069 -0.9687
C -3.1107 -2.0749 -0.8199
N -1.8010 -1.8899 -1.0044
H 7.0171 -1.7205 -0.7892
H 4.2313 1.3312 -0.1936
H 1.8959 0.7384 0.1808
H 2.7054 -3.1706 -1.6434
H 5.0609 -2.5097 -1.9613
H 1.0429 -3.6205 -0.9491
H -0.8886 -5.0636 -1.5700
H -3.4246 -5.3614 -1.4691
H -4.8074 -3.3889 -0.9288
H -3.7102 -1.2243 -0.5119
C -0.2549 -3.0688 7.8686
C -0.5629 -2.6096 6.4925
C -0.7461 -3.6235 5.4347
C -1.0706 -3.2102 4.1635
C -1.2011 -1.8255 3.9179
C -0.9454 -0.8426 4.9371
C -0.7045 -1.2338 6.2080
S -2.0071 -1.1729 2.4084
O -2.8595 -2.1419 1.8065
O -2.6119 0.0215 2.9068
O -0.8125 -0.8691 1.5501
H 0.1138 -4.0960 7.8659
H -1.1739 -3.1252 8.4904
H 0.4189 -2.4037 8.4074
H -0.6848 -4.6738 5.6962
H -1.2312 -3.9350 3.3736
H -1.0665 0.1956 4.6327
H -0.5474 -0.5170 7.0094
```

Maximum force, eV/Å: 1.90
LUMO level (spin up / spin down), hartree: -0.325 / -0.448
Relative energy (zero: lowest compared OMol25 entry of this formula, charge and spin), kcal per mole: 0.0
2S+1: 6
Net charge: +3
Frontier orbital gap (spin up / spin down), eV: 6.298 / 3.859

> maximum force of number 3 (C32H29BN10O5PtS)?

1.90 eV/Å